1.
{"formula": "C43H47GeN4PdSSe2", "method": "ωB97M-V/def2-TZVPD", "species": ["Pd", "Se", "Se", "C", "C", "C", "C", "C", "N", "C", "C", "C", "C", "C", "N", "H", "H", "H", "H", "H", "H", "H", "H", "C", "N", "C", "C", "S", "N", "C", "C", "H", "H", "H", "H", "H", "H", "H", "H", "H", "H", "H", "H", "C", "C", "C", "C", "C", "C", "Ge", "C", "C", "C", "C", "C", "C", "C", "C", "C", "C", "C", "C", "H", "H", "H", "H", "H", "H", "H", "H", "H", "H", "H", "H", "H", "H", "H", "C", "C", "C", "C", "C", "C", "C", "C", "C", "C", "H", "H", "H", "H", "H", "H", "H", "H", "H", "H", "H", "H"], "xyz": [[-0.7009, -0.5671, 1.2692], [-0.5594, -3.0687, 1.1378], [-2.3169, -1.8728, 3.3860], [-0.9478, -1.0497, 4.3840], [-0.8537, -1.1868, 5.7773], [0.1187, -0.4832, 6.4596], [0.9912, 0.3371, 5.7506], [0.8461, 0.3999, 4.3801], [-0.0915, -0.2767, 3.7060], [-2.2228, -3.0372, 0.1996], [-2.7548, -4.1999, -0.3618], [-3.9219, -4.1087, -1.0965], [-4.5186, -2.8652, -1.2660], [-3.9234, -1.7717, -0.6644], [-2.8132, -1.8494, 0.0749], [-1.5521, -1.8327, 6.2928], [0.1974, -0.5674, 7.5375], [1.7729, 0.9018, 6.2449], [1.5147, 1.0125, 3.7845], [-2.2417, -5.1437, -0.2240], [-4.3634, -4.9974, -1.5340], [-5.4222, -2.7438, -1.8498], [-4.3485, -0.7803, -0.7897], [-0.5721, 2.1458, -3.7525], [-0.7337, 0.8016, -4.2921], [-1.6475, 0.7806, -5.4389], [-0.6925, -0.2958, -3.4463], [-0.8620, -0.1631, -1.7719], [-0.5302, -1.4892, -4.0634], [0.0814, -1.6330, -5.3812], [-0.6375, -2.7476, -3.3273], [-0.3681, 2.8153, -4.5912], [0.2596, 2.1805, -3.0544], [-1.4719, 2.4877, -3.2270], [-2.5429, 1.3672, -5.2018], [-1.9673, -0.2292, -5.6690], [-1.1787, 1.2147, -6.3243], [0.5188, -0.6925, -5.7057], [-0.6404, -1.9722, -6.1285], [0.8749, -2.3771, -5.3124], [-1.2593, -2.6165, -2.4492], [0.3479, -3.0913, -3.0056], [-1.0856, -3.4972, -3.9837], [3.6448, -2.7941, -3.0510], [3.0991, -1.5246, -3.2171], [2.4569, -0.8957, -2.1572], [2.3681, -1.5019, -0.9011], [2.9300, -2.7708, -0.7496], [3.5531, -3.4184, -1.8154], [1.6543, -0.5313, 0.6597], [2.6903, -1.2852, 2.1786], [3.6869, -0.5063, 2.7812], [4.4012, -0.9643, 3.8850], [4.1342, -2.2185, 4.4155], [3.1658, -3.0180, 3.8187], [2.4584, -2.5553, 2.7135], [2.4796, 1.2600, 0.4942], [3.6379, 1.4754, -0.2620], [4.2726, 2.7153, -0.2620], [3.7736, 3.7614, 0.5056], [2.6393, 3.5598, 1.2804], [2.0092, 2.3207, 1.2661], [4.1524, -3.2836, -3.8746], [3.1792, -1.0210, -4.1738], [2.0438, 0.0961, -2.3037], [2.8893, -3.2676, 0.2126], [3.9800, -4.4049, -1.6699], [3.9216, 0.4749, 2.3808], [5.1628, -0.3340, 4.3339], [4.6794, -2.5742, 5.2824], [2.9564, -4.0066, 4.2121], [1.7183, -3.2095, 2.2774], [4.0638, 0.6683, -0.8470], [5.1654, 2.8613, -0.8602], [4.2757, 4.7215, 0.5122], [2.2561, 4.3618, 1.9033], [1.1406, 2.1650, 1.8887], [-1.1154, 3.5255, 2.2268], [-1.9363, 2.3809, 1.6200], [-2.8955, 1.8388, 2.6824], [-1.0462, 1.3795, 0.9772], [-2.7181, 2.8167, 0.3634], [-2.5518, 4.0531, -0.2596], [-3.2544, 4.3558, -1.4187], [-4.1161, 3.4220, -1.9848], [-4.2720, 2.1811, -1.3831], [-3.5773, 1.8821, -0.2193], [-0.5710, 3.1613, 3.1013], [-1.8061, 4.3070, 2.5533], [-0.3999, 3.9548, 1.5248], [-2.3654, 1.6663, 3.6196], [-3.3415, 0.8930, 2.3879], [-3.6929, 2.5663, 2.8627], [-0.4608, 1.8792, 0.1986], [-1.8818, 4.7968, 0.1577], [-3.1202, 5.3246, -1.8844], [-4.6672, 3.6656, -2.8847], [-4.9343, 1.4447, -1.8208], [-3.6970, 0.9119, 0.2501]], "mulliken_spin": [-0.051, 0.344, 0.595, -0.024, 0.019, -0.008, 0.037, -0.014, 0.034, 0.015, -0.022, -0.001, 0.013, 0.004, 0.020, -0.003, -0.001, 0.001, 0.002, -0.004, 0.000, 0.000, 0.003, -0.001, 0.000, 0.000, 0.002, 0.023, 0.001, 0.000, -0.001, 0.000, 0.000, 0.000, 0.000, 0.000, 0.000, 0.000, 0.000, 0.000, 0.002, 0.000, 0.001, 0.001, 0.003, 0.000, -0.015, 0.013, -0.001, 0.014, 0.019, -0.003, 0.000, 0.001, 0.002, 0.014, 0.002, 0.006, 0.000, 0.001, 0.001, -0.008, 0.000, 0.000, 0.000, 0.001, 0.000, 0.001, 0.000, 0.000, 0.000, -0.009, 0.000, 0.000, 0.000, 0.000, -0.002, -0.001, -0.013, 0.027, -0.017, -0.005, -0.002, 0.001, 0.000, 0.000, -0.002, 0.000, 0.000, 0.000, 0.000, -0.006, -0.002, -0.005, 0.000, 0.000, 0.000, 0.000, -0.002], "multiplicity": 2, "homo_energy_ev": [-6.8, -6.9], "lumo_ev": [-0.60, -1.27], "charge": 0}

2.
{"formula": "C43H47IrN3O3S", "method": "ωB97M-V/def2-TZVPD", "species": ["Ir", "C", "C", "C", "C", "C", "C", "C", "C", "C", "C", "C", "C", "N", "C", "O", "C", "C", "C", "C", "C", "N", "C", "O", "N", "C", "C", "C", "C", "C", "C", "C", "C", "C", "C", "C", "C", "H", "H", "H", "H", "H", "H", "H", "H", "H", "H", "H", "H", "H", "H", "H", "H", "H", "H", "H", "H", "H", "H", "H", "H", "H", "H", "H", "H", "H", "H", "H", "H", "H", "H", "H", "H", "H", "O", "S", "C", "C", "C", "C", "C", "C", "C", "C", "C", "C", "C", "C", "H", "H", "H", "H", "H", "H", "H", "H", "H", "H"], "xyz": [[0.2453, 1.4038, 0.6601], [-5.0993, 2.0831, -1.1440], [-3.8449, 1.2010, -1.1861], [-3.9163, 0.2453, -2.3792], [-3.6704, 0.4600, 0.1318], [-4.5707, -0.5435, 0.4807], [-4.4371, -1.2425, 1.6640], [-3.3887, -0.9620, 2.5263], [-2.4625, 0.0188, 2.2149], [-1.3966, 0.3928, 3.2305], [-1.9550, 1.4299, 4.2027], [-0.7924, -0.8010, 3.9615], [-2.6218, 0.7308, 1.0145], [-1.6787, 1.7665, 0.6990], [-2.1292, 3.0565, 0.6098], [-3.1999, 3.4630, 0.9884], [-1.1091, 3.9079, -0.0084], [-1.3680, 5.0665, -0.7066], [-0.3236, 5.6609, -1.3985], [0.9165, 5.0385, -1.4151], [1.0763, 3.8852, -0.6782], [0.0963, 3.3681, 0.0479], [2.2404, 3.0000, -0.7828], [3.3077, 3.3496, -1.2216], [1.9247, 1.7449, -0.3346], [2.8056, 0.6464, -0.6563], [2.7179, 0.0244, -1.9188], [3.6005, -1.0110, -2.1981], [4.5212, -1.4406, -1.2563], [4.5790, -0.8266, -0.0212], [3.7362, 0.2344, 0.3012], [3.9140, 0.8928, 1.6664], [2.7147, 0.6835, 2.5745], [4.2805, 2.3835, 1.6218], [1.7442, 0.4887, -2.9909], [2.3963, 1.5450, -3.8989], [1.2189, -0.6505, -3.8720], [-5.2393, 2.5842, -2.1053], [-5.0233, 2.8403, -0.3648], [-5.9865, 1.4751, -0.9464], [-2.9757, 1.8391, -1.3464], [-4.8063, -0.3877, -2.3326], [-3.0401, -0.4012, -2.4173], [-3.9627, 0.8164, -3.3100], [-5.4018, -0.7687, -0.1795], [-5.1546, -2.0142, 1.9207], [-3.3113, -1.5012, 3.4650], [-0.5605, 0.8882, 2.7046], [-2.8167, 1.0092, 4.7284], [-2.2903, 2.3263, 3.6762], [-1.2038, 1.7135, 4.9430], [-1.5151, -1.2393, 4.6556], [0.0736, -0.4820, 4.5479], [-0.4690, -1.5702, 3.2583], [-2.3744, 5.4668, -0.7036], [-0.4859, 6.5754, -1.9559], [1.7538, 5.4091, -1.9925], [3.5787, -1.4832, -3.1747], [5.1986, -2.2532, -1.4908], [5.3152, -1.1539, 0.7060], [4.7588, 0.3761, 2.1233], [1.8077, 1.1253, 2.1224], [2.8509, 1.1883, 3.5343], [2.5175, -0.3728, 2.7587], [3.4070, 3.0125, 1.4553], [4.9993, 2.5934, 0.8293], [4.7238, 2.6809, 2.5752], [0.8896, 0.9441, -2.4883], [3.1846, 1.0803, -4.4980], [2.8475, 2.3575, -3.3321], [1.6538, 1.9663, -4.5832], [1.9829, -0.9938, -4.5732], [0.3717, -0.2944, -4.4623], [0.8839, -1.5089, -3.2854], [0.1215, -0.6865, 0.8231], [0.2768, -1.5635, -0.4482], [-1.0724, -2.7017, -0.4660], [-1.7413, -2.8823, -1.6660], [-2.8481, -3.7216, -1.6976], [-3.2681, -4.3508, -0.5357], [-2.5695, -4.1758, 0.6583], [-1.4627, -3.3492, 0.7006], [1.5022, -2.7651, 0.0140], [1.9263, -3.6710, -0.9497], [2.9073, -4.5887, -0.6162], [3.4673, -4.5798, 0.6578], [3.0363, -3.6631, 1.6060], [2.0431, -2.7421, 1.2859], [-1.4010, -2.3815, -2.5653], [-3.3855, -3.8724, -2.6261], [-4.1433, -4.9892, -0.5566], [-2.8890, -4.6936, 1.5558], [-0.8989, -3.2175, 1.6195], [1.4927, -3.6685, -1.9457], [3.2434, -5.3066, -1.3543], [4.2367, -5.2987, 0.9127], [3.4805, -3.6495, 2.5943], [1.6923, -2.0189, 2.0093]], "mulliken_charge": [1.289, -1.637, 0.641, -1.327, 0.975, -0.468, -1.681, -0.546, 0.572, 2.699, -1.573, -1.789, 0.162, 0.825, 0.161, -0.596, 0.260, -1.040, -0.465, -0.983, 0.171, 0.079, 0.115, -0.575, 1.808, -1.121, 1.001, -0.302, -1.147, -0.857, 0.636, 0.023, -0.950, -1.687, 1.195, -1.592, -1.611, 0.449, 0.355, 0.343, -0.099, 0.325, 0.120, 0.477, 0.395, 0.403, 0.362, -1.324, 0.329, 0.321, 0.435, 0.454, 0.427, 0.241, 0.556, 0.470, 0.545, 0.371, 0.481, 0.385, 0.801, -0.040, 0.612, 0.138, 0.246, 0.402, 0.491, -0.357, 0.355, 0.293, 0.461, 0.422, 0.470, 0.227, -0.731, -0.018, 0.601, -0.243, -0.755, -0.586, -0.797, -0.343, 0.853, -0.551, -0.770, -0.734, -0.876, 0.296, 0.458, 0.464, 0.429, 0.458, 0.111, 0.384, 0.462, 0.421, 0.484, -0.023], "homo_energy_ev": -11.2, "lumo_ev": -4.68, "charge": 1}

Calculated energy relative to the best compared isomer or geometry (same formula, charge and spin) in order - 21.5; 17.2 kcal/mol
Calculated E_tot in order - -9291.5260; -2559.0790 Eh